No. 1
76
Properties=species:S:1:pos:R:3:mulliken_charge:R:1 method="wB97M-V/def2-TZVPD" homo_ev="-12.807 / -12.805" total_charge=+2 s_squared=0.757 multiplicity=2 homo_lumo_gap_ha="0.268 / 0.104" total_energy_ha=-4311.0008
Be -0.21 0.31 0.27 2.00
B -0.56 1.86 2.91 -0.04
F -1.28 1.37 3.98 -0.43
F -1.40 2.24 1.91 -0.24
F 0.08 2.98 3.46 -0.40
F 0.39 1.01 2.38 0.26
C 1.00 5.09 0.24 -0.88
S 1.96 3.58 -0.27 0.33
O 1.02 2.43 -0.10 -0.45
C 2.14 3.70 -2.13 -0.24
H 0.51 4.95 1.21 0.29
H 0.28 5.04 -0.58 0.26
H 1.58 6.01 0.22 0.38
H 2.49 2.69 -2.34 -0.03
H 2.80 4.49 -2.51 0.47
H 1.21 3.73 -2.69 -0.18
C -1.44 3.15 -3.90 -0.89
S -1.64 1.45 -3.22 0.53
O -1.24 1.65 -1.77 -0.50
C -3.52 1.36 -3.15 -1.07
H -1.69 3.28 -4.95 0.45
H -0.35 3.21 -3.83 0.08
H -1.98 3.88 -3.30 0.34
H -3.98 0.49 -2.68 0.19
H -3.69 1.28 -4.22 0.45
H -4.00 2.29 -2.85 0.37
C -0.95 -3.58 -1.45 -1.08
S -1.86 -2.16 -2.10 0.53
O -1.52 -1.03 -1.15 -0.39
C -3.60 -2.72 -1.85 -0.95
H -1.24 -3.67 -0.40 0.19
H 0.14 -3.55 -1.41 0.31
H -1.23 -4.38 -2.14 0.55
H -4.34 -1.97 -2.11 0.30
H -3.77 -2.89 -0.79 0.23
H -3.85 -3.62 -2.43 0.43
C 3.54 0.83 2.76 -0.97
S 3.23 -0.55 1.56 0.45
O 2.07 0.01 0.76 -0.38
C 4.81 -0.37 0.55 -1.17
H 4.34 0.65 3.47 0.45
H 2.60 1.19 3.17 0.15
H 3.92 1.60 2.09 0.32
H 4.89 -1.02 -0.32 0.32
H 5.65 -0.55 1.22 0.45
H 4.97 0.63 0.15 0.35
C 3.43 -0.54 -2.62 -1.38
S 1.90 -1.27 -1.93 0.69
O 0.84 -0.21 -1.71 -0.44
C 1.66 -2.36 -3.45 -1.18
H 3.05 -0.12 -3.55 0.51
H 4.24 -1.23 -2.85 0.43
H 3.79 0.30 -2.03 0.21
H 2.46 -3.10 -3.54 0.46
H 1.44 -1.82 -4.37 0.39
H 0.79 -3.00 -3.34 0.34
C -4.40 0.99 2.68 -0.78
S -3.61 -0.46 1.89 0.58
O -2.20 -0.14 1.46 -0.37
C -3.58 -1.66 3.28 -1.08
H -5.10 0.68 3.46 0.48
H -4.85 1.53 1.85 0.37
H -3.56 1.58 3.07 0.18
H -3.47 -2.74 3.15 0.43
H -4.52 -1.59 3.83 0.45
H -2.84 -1.46 4.04 0.35
C 0.07 -2.30 3.84 -0.60
S 0.05 -3.04 2.07 0.38
O 0.26 -1.74 1.25 -0.15
C 1.71 -3.94 2.29 -1.04
H -0.68 -1.51 3.83 -0.22
H 1.02 -1.80 4.05 0.30
H -0.19 -3.06 4.58 0.48
H 2.27 -3.47 3.09 0.33
H 2.26 -3.97 1.35 0.29
H 1.51 -4.94 2.68 0.44

---

No. 2
19
Properties=species:S:1:pos:R:3:mulliken_charge:R:1 method="wB97M-V/def2-TZVPD" homo_ev="-4.797 / -4.664" de_lowest_ev=1.267 total_charge=-1 homo_lumo_gap_ha="0.202 / 0.230" total_energy_ha=-15575.9237
Al -0.50 -0.25 0.81 0.51
N 1.28 -0.64 -0.04 0.13
N 1.77 0.61 -0.48 -0.25
C 0.91 1.69 -0.35 0.63
O 1.17 2.75 -0.86 -0.64
O -0.14 1.45 0.43 -0.31
H 1.95 -1.05 0.62 0.32
H 1.23 -1.28 -0.84 -0.05
H 2.34 0.56 -1.32 0.24
Br -2.81 1.10 1.91 0.02
C -1.91 2.18 3.11 -0.71
Br -0.10 -1.07 2.96 -0.41
H -1.93 1.88 4.14 0.35
H -1.20 2.86 2.68 0.38
Se -1.25 -4.24 -3.51 -0.52
Sb 0.09 -2.27 -3.68 0.52
Se -1.98 -1.54 -0.46 -0.26
Se -1.23 -0.44 -2.41 -0.32
Se 2.32 -2.31 -2.71 -0.62

---

No. 3
7
Properties=species:S:1:pos:R:3:mulliken_charge:R:1 method="wB97M-V/def2-TZVPD" homo_ev="-9.006 / -9.005" de_lowest_ev=6.772 total_charge=0 homo_lumo_gap_ha="0.267 / 0.267" total_energy_ha=-664.8405
C -0.88 0.04 -0.83 -0.25
C 0.58 0.89 -1.94 -0.08
Si 0.11 -0.52 0.65 0.41
I -0.80 2.27 -1.14 0.28
H 1.51 -0.48 0.78 -0.12
H 0.02 -1.86 0.38 -0.15
H -0.54 -0.35 2.10 -0.09

---

No. 4
151
Properties=species:S:1:pos:R:3:mulliken_charge:R:1 method="wB97M-V/def2-TZVPD" homo_ev=-10.183 total_charge=+2 homo_lumo_gap_ha=0.231 total_energy_ha=-3100.0341
C 0.83 3.17 -2.45 -1.38
C 0.82 2.09 -1.40 1.04
C -0.61 1.69 -1.07 -0.26
O -0.59 0.41 -0.43 0.71
C -1.81 -0.33 -0.66 -0.15
N 1.50 0.79 -1.91 0.44
H 1.37 0.15 -1.12 -0.34
H 0.87 0.43 -2.61 0.08
H 2.51 0.72 -2.10 0.26
H 1.83 3.28 -2.88 0.30
H 0.49 4.09 -1.97 0.33
H 0.20 2.96 -3.31 0.39
H 1.43 2.48 -0.59 0.22
H -1.06 1.59 -2.06 0.49
H -1.10 2.43 -0.43 -0.91
H -2.67 0.27 -0.34 -0.43
H -1.91 -1.27 -0.12 -0.01
H -1.70 -0.48 -1.74 0.50
C 3.93 -3.71 1.46 -1.42
C 3.00 -3.51 0.25 -0.19
C 1.72 -2.66 0.41 0.25
O 1.13 -2.40 -0.85 1.20
C 0.12 -3.36 -1.15 -0.28
N 3.72 -2.76 -0.90 0.10
H 4.10 -1.85 -0.62 0.19
H 4.46 -3.35 -1.26 0.44
H 3.06 -2.50 -1.64 0.00
H 3.32 -4.04 2.31 0.34
H 4.51 -2.81 1.65 0.37
H 4.59 -4.56 1.30 0.42
H 2.87 -4.50 -0.17 0.41
H 1.96 -1.72 0.91 0.33
H 1.04 -3.20 1.07 -0.51
H -0.76 -3.34 -0.48 0.47
H 0.47 -4.38 -0.98 0.17
H -0.31 -3.19 -2.13 -0.66
C -4.36 -3.32 -3.71 -1.61
C -3.00 -3.38 -4.37 0.34
C -2.99 -3.20 -5.89 -0.58
O -1.66 -3.14 -6.27 -0.35
C -0.94 -4.36 -6.35 -0.72
N -2.04 -2.32 -3.88 0.41
H -2.56 -1.45 -4.04 0.49
H -1.76 -2.37 -2.89 -0.30
H -1.21 -2.29 -4.48 0.55
H -4.99 -4.14 -4.06 0.44
H -4.88 -2.39 -3.97 0.36
H -4.21 -3.34 -2.63 0.36
H -2.50 -4.31 -4.09 0.21
H -3.47 -2.24 -6.10 0.30
H -3.60 -3.93 -6.44 0.44
H -1.41 -4.93 -7.16 0.37
H -1.08 -5.02 -5.48 0.28
H 0.11 -4.21 -6.59 0.23
C -0.78 -1.24 2.55 1.78
C -1.28 -2.40 3.40 -1.35
C -1.96 -3.62 2.72 0.01
N -2.18 -4.81 3.63 0.48
C -2.89 -4.47 4.91 -0.97
C -0.86 -5.42 4.14 -0.43
C -1.08 -6.88 4.47 -0.87
C -2.16 -7.26 3.38 -0.65
C -2.77 -5.94 2.86 -0.31
H 0.04 -0.69 3.01 0.72
H -1.65 -0.61 2.35 -0.77
H -0.48 -1.72 1.62 -1.58
H -1.92 -2.02 4.20 0.41
H -0.47 -2.78 4.03 0.26
H -1.27 -4.01 1.97 -0.08
H -2.94 -3.24 2.44 0.12
H -3.10 -5.43 5.40 0.45
H -3.89 -4.06 4.86 0.29
H -2.22 -3.91 5.55 0.37
H -0.22 -4.83 4.79 0.48
H -0.37 -5.45 3.16 0.21
H -1.55 -7.02 5.44 0.40
H -0.26 -7.58 4.32 0.31
H -2.94 -7.84 3.89 0.30
H -1.84 -7.98 2.63 0.47
H -3.86 -5.93 2.78 0.50
H -2.40 -5.84 1.83 -0.02
C -0.96 1.72 4.38 -1.54
C -2.18 1.60 3.49 1.60
C -2.86 2.97 3.24 -0.96
N -4.02 2.93 2.22 0.42
C -5.20 2.27 2.85 -0.97
C -4.35 4.40 1.73 -0.48
C -4.54 4.36 0.24 -0.74
C -4.51 2.92 -0.22 -0.77
C -3.58 2.36 0.87 -0.58
H -0.32 0.85 4.43 0.35
H -1.34 2.02 5.36 0.45
H -0.35 2.58 4.10 0.31
H -2.95 0.99 3.98 0.35
H -1.99 1.11 2.54 -1.13
H -2.15 3.57 2.68 0.30
H -3.30 3.41 4.13 0.61
H -5.48 2.74 3.79 0.34
H -5.02 1.21 3.03 0.28
H -6.00 2.35 2.11 0.48
H -5.27 4.58 2.28 0.48
H -3.62 5.10 2.15 0.36
H -5.54 4.78 0.06 0.38
H -3.85 4.99 -0.31 0.36
H -5.44 2.36 -0.13 0.48
H -4.05 2.95 -1.20 0.28
H -3.45 1.27 0.88 0.47
H -2.56 2.72 0.75 -0.05
C 5.36 3.71 -3.85 -1.10
C 5.73 4.66 -2.69 -0.60
C 4.50 5.04 -1.86 -0.73
N 4.84 5.67 -0.51 0.62
C 5.77 6.89 -0.57 -1.14
C 5.42 4.62 0.47 -0.28
C 4.62 4.78 1.74 -0.77
C 3.26 5.04 1.18 0.47
C 3.49 6.04 0.08 -0.75
H 5.43 2.72 -3.39 0.23
H 5.91 3.76 -4.78 0.36
H 4.28 3.84 -4.01 0.25
H 6.17 5.61 -3.00 0.49
H 6.44 4.12 -2.07 0.32
H 3.87 4.18 -1.66 0.17
H 4.03 5.83 -2.44 0.58
H 6.73 6.44 -0.82 0.46
H 5.85 7.16 0.49 0.46
H 5.31 7.73 -1.08 0.29
H 6.50 4.71 0.60 0.41
H 5.28 3.61 0.07 -0.06
H 4.99 5.62 2.33 0.35
H 4.70 3.93 2.42 0.41
H 2.61 5.44 1.96 0.50
H 2.69 4.27 0.66 -0.57
H 3.45 7.03 0.54 0.24
H 2.72 6.13 -0.69 0.39
N -0.30 5.31 0.78 0.74
O 0.08 5.83 -0.29 -0.67
O -0.67 4.09 0.80 -0.48
O -0.43 5.94 1.84 -0.65
N 1.07 -2.01 -3.84 1.48
O 0.47 -0.93 -4.10 -0.79
O 0.42 -3.08 -3.82 -0.69
O 2.28 -2.00 -3.54 -0.88
N 4.83 0.72 -1.38 1.07
O 4.12 0.21 -0.46 -0.78
O 5.73 1.53 -1.12 -0.66
O 4.35 0.59 -2.53 -0.70
N -1.63 -3.29 -0.21 0.41
O -2.50 -4.13 -0.58 -1.02
O -1.20 -3.30 0.96 -0.19
O -1.19 -2.46 -1.03 -0.92

---

No. 5
54
Properties=species:S:1:pos:R:3:mulliken_charge:R:1 method="wB97M-V/def2-TZVPD" homo_ev="-13.924 / -13.851" de_lowest_ev=3.328 total_charge=+2 s_squared=4.184 multiplicity=4 homo_lumo_gap_ha="0.216 / 0.232" total_energy_ha=-1593.0958
P -0.74 1.94 0.27 0.51
P -0.23 -0.66 -2.36 0.56
C -0.42 2.05 -1.53 -1.18
C -1.06 0.96 -2.38 -1.15
H 0.66 2.17 -1.73 0.59
H -0.86 3.01 -1.85 0.78
H -2.12 0.79 -2.15 0.56
H -0.99 1.25 -3.44 0.61
C 0.93 -0.49 -3.80 -1.29
H 1.73 -1.24 -3.78 0.39
H 1.39 0.51 -3.84 0.48
H 0.34 -0.62 -4.72 0.50
C -1.42 -1.80 -3.14 -1.35
H -1.48 -1.55 -4.21 0.49
H -2.41 -1.70 -2.70 0.42
H -1.10 -2.85 -3.06 0.37
C -0.16 3.68 0.47 -1.31
H -0.07 3.99 1.52 0.41
H -0.87 4.35 -0.05 0.48
H 0.82 3.82 -0.03 0.47
C -2.55 2.03 0.44 -1.35
H -3.05 1.21 -0.10 0.39
H -2.87 2.98 -0.02 0.43
H -2.83 2.01 1.50 0.41
Tc -1.77 -0.57 2.81 -0.31
C 0.73 -1.95 -1.37 0.21
C 2.04 -1.45 -0.93 -1.46
C 2.43 -0.04 -1.03 0.07
C 2.29 0.63 0.39 -1.29
C 0.99 1.09 0.85 -0.96
C -0.34 0.29 0.96 1.67
C -1.19 -0.85 0.35 -0.03
C -0.38 -2.09 -0.18 -1.54
C -0.82 0.42 4.37 -1.12
H 0.82 -2.94 -1.85 0.65
H 2.62 -2.07 -0.25 0.48
H 1.97 0.53 -1.86 -0.03
H 3.52 0.00 -1.22 0.43
H 2.67 -0.09 1.14 0.43
H 2.94 1.52 0.47 0.46
H 1.13 1.82 1.69 0.52
H -1.04 0.80 2.08 0.29
H -1.94 -0.41 -0.40 0.48
H -2.01 -1.29 1.18 0.31
H 0.10 -2.58 0.67 0.33
H -1.15 -2.81 -0.51 0.44
H -0.70 -0.18 5.28 0.38
H -1.32 1.34 4.68 0.34
H 0.21 0.72 4.12 0.33
N -0.30 -1.76 3.18 -0.35
C 0.67 -2.36 3.53 0.53
N 1.70 -3.09 3.42 -0.45
C 2.38 -3.87 4.24 0.40
N 3.07 -4.60 4.85 -0.41

---

No. 6
86
Properties=species:S:1:pos:R:3:mulliken_charge:R:1 method="wB97M-V/def2-TZVPD" homo_ev="-10.048 / -10.051" de_lowest_ev=1.493 total_charge=+1 s_squared=3.788 multiplicity=4 homo_lumo_gap_ha="0.216 / 0.170" total_energy_ha=-6102.6254
W 0.56 -1.60 -0.24 -0.25
C -1.22 -4.84 -0.52 -1.41
C -1.88 -3.73 0.22 0.78
C -3.17 -3.72 0.75 -1.65
C -3.30 -2.49 1.35 0.08
N -2.15 -1.81 1.19 1.32
N -1.27 -2.57 0.50 -0.45
B -1.79 -0.41 1.75 0.24
N -0.42 -0.53 2.45 1.05
C -0.10 -0.16 3.70 0.05
C 1.23 -0.43 3.90 -2.03
C 1.69 -0.97 2.70 0.86
C 3.08 -1.44 2.45 -1.11
N 0.68 -1.02 1.82 -0.10
N -1.57 0.54 0.56 0.90
C -2.20 1.69 0.29 0.07
C -1.62 2.23 -0.84 -1.77
C -0.61 1.34 -1.21 0.25
C 0.30 1.53 -2.37 -1.14
N -0.58 0.31 -0.35 0.31
N -2.86 -0.01 2.71 0.41
C -3.16 -0.70 3.84 -0.49
C -4.31 -0.17 4.37 -1.33
C -4.68 0.85 3.48 0.69
C -5.87 1.74 3.56 -1.32
N -3.81 0.93 2.49 -1.25
H -1.65 -5.79 -0.20 0.49
H -0.15 -4.86 -0.33 0.17
H -1.38 -4.75 -1.60 0.19
H -3.89 -4.51 0.72 0.54
H -4.14 -2.06 1.86 0.52
H -0.83 0.26 4.37 0.65
H 1.81 -0.25 4.79 0.55
H 3.77 -0.86 3.05 0.41
H 3.37 -1.34 1.40 -0.15
H 3.19 -2.49 2.74 0.35
H -3.01 2.00 0.92 0.84
H -1.89 3.15 -1.32 0.64
H -0.11 2.25 -3.07 0.49
H 0.48 0.59 -2.90 0.09
H 1.27 1.90 -2.03 -0.25
H -2.55 -1.52 4.17 0.68
H -4.82 -0.48 5.27 0.46
H -6.46 1.50 4.44 0.37
H -6.49 1.61 2.67 0.31
H -5.57 2.78 3.60 0.32
S 5.42 -2.36 -0.41 -0.19
As 3.49 -2.75 -1.19 0.50
S 2.29 -0.91 -1.76 -0.16
S 1.91 -3.52 0.25 -0.52
S 3.79 -3.98 -2.88 -0.24
C 1.72 3.73 1.27 -1.08
N 2.76 3.64 0.28 0.24
C 2.76 4.71 -0.71 -1.31
C 3.34 2.45 0.02 -0.68
S 2.56 1.05 0.56 0.76
N 4.51 2.40 -0.62 0.21
C 5.45 3.50 -0.55 -1.28
C 5.03 1.17 -1.16 -0.95
H 1.74 4.73 1.71 0.39
H 1.91 3.00 2.06 0.38
H 0.74 3.53 0.85 0.28
H 1.73 4.97 -0.93 0.39
H 3.24 4.37 -1.63 0.44
H 3.28 5.60 -0.35 0.35
H 5.15 4.22 0.21 0.39
H 5.56 4.01 -1.51 0.33
H 6.43 3.09 -0.27 0.50
H 4.32 0.72 -1.87 0.28
H 5.23 0.43 -0.37 0.24
H 5.95 1.38 -1.69 0.46
N -3.19 0.64 -3.83 -0.26
C -2.91 -0.52 -4.47 -0.07
O -3.48 -0.88 -5.47 -0.61
C -1.78 -1.32 -3.89 0.20
C -0.95 -2.02 -4.78 -0.55
C 0.05 -2.82 -4.26 -1.19
C 0.26 -2.84 -2.89 -0.20
N -0.45 -2.07 -2.02 1.20
C -1.51 -1.41 -2.53 -0.51
H -3.89 1.24 -4.25 0.22
H -2.70 0.98 -3.02 0.18
H -1.14 -1.95 -5.84 0.55
H 0.67 -3.43 -4.90 0.49
H 0.99 -3.53 -2.47 0.53
H -2.17 -0.92 -1.82 0.90

---

No. 7
107
Properties=species:S:1:pos:R:3:mulliken_charge:R:1 method="wB97M-V/def2-TZVPD" homo_ev="-17.052 / -17.052" de_lowest_ev=0.792 total_charge=+4 s_squared=0.777 multiplicity=2 homo_lumo_gap_ha="0.233 / 0.157" total_energy_ha=-5305.5447
Ta 1.19 0.43 -0.95 -0.43
C 0.36 -5.01 4.35 -1.88
C 1.76 -4.46 4.20 0.50
C 2.40 -4.15 5.54 -0.96
C 3.85 -3.73 5.35 -1.02
C 3.96 -2.62 4.34 0.73
C 5.05 -1.78 4.33 -0.63
C 5.15 -0.73 3.42 -0.22
F 6.21 0.05 3.47 -0.31
C 4.18 -0.48 2.50 -0.86
C 3.05 -1.31 2.47 0.89
C 2.01 -1.10 1.52 1.07
O 2.18 -0.11 0.64 -0.05
C 0.89 -1.91 1.56 -0.59
C 0.84 -2.95 2.49 -0.18
N 1.81 -3.21 3.33 0.26
C 2.94 -2.39 3.39 -0.83
C -0.28 -1.71 0.68 0.57
O -1.36 -2.20 0.85 -0.64
O -0.04 -0.88 -0.37 0.88
H 0.40 -5.84 5.05 0.43
H -0.05 -5.41 3.42 0.53
H -0.33 -4.26 4.76 0.41
H 2.38 -5.19 3.68 0.20
H 2.35 -5.04 6.16 0.39
H 1.83 -3.36 6.04 0.35
H 4.44 -4.58 5.01 0.37
H 4.28 -3.40 6.29 0.52
H 5.85 -1.93 5.05 0.59
H 4.28 0.35 1.81 0.67
H -0.03 -3.60 2.50 0.70
C 1.93 3.34 0.92 -1.21
Ge 0.20 2.56 0.43 1.70
C -0.79 3.78 -0.71 0.34
C -0.77 5.13 -0.37 -0.94
C -1.35 6.08 -1.21 -0.88
C -1.94 5.68 -2.40 -0.77
C -1.99 4.33 -2.73 -1.03
C -1.43 3.39 -1.88 0.83
C -0.77 2.18 2.13 0.07
C 0.08 1.88 3.22 -0.44
C -0.40 1.76 4.52 -1.14
C -1.76 1.91 4.77 -0.74
C -2.65 2.20 3.73 0.72
C -4.01 2.39 4.00 -0.70
C -4.91 2.73 2.98 -0.73
C -4.44 2.89 1.69 -1.15
C -3.08 2.71 1.39 -0.09
C -2.16 2.35 2.39 0.54
H 1.78 4.12 1.68 0.56
H 2.37 3.80 0.04 0.40
H 2.62 2.60 1.33 0.32
H -0.30 5.47 0.55 0.44
H -1.33 7.12 -0.94 0.48
H -2.37 6.41 -3.06 0.45
H -2.47 4.02 -3.65 0.51
H -1.50 2.33 -2.14 0.39
H 1.14 1.77 3.05 0.46
H 0.29 1.57 5.33 0.54
H -2.14 1.83 5.78 0.49
H -4.37 2.30 5.02 0.49
H -5.95 2.89 3.21 0.48
H -5.12 3.19 0.90 0.60
H -2.73 2.91 0.39 0.57
C 1.47 -0.17 -4.45 -1.03
N 0.70 -0.68 -3.23 0.51
C 1.03 -2.14 -3.12 -0.76
N 0.70 -2.85 -4.32 0.11
C 1.46 -2.31 -5.45 -0.68
N 1.13 -0.90 -5.63 0.21
C -0.30 -0.76 -5.91 -0.71
N -1.08 -1.28 -4.78 0.19
C -0.75 -0.57 -3.57 -0.85
C -0.73 -2.71 -4.61 -0.74
H 2.53 -0.28 -4.24 0.33
H 1.23 0.88 -4.60 0.30
H 0.44 -2.55 -2.29 0.21
H 2.09 -2.25 -2.90 0.35
H 1.20 -2.86 -6.36 0.34
H 2.53 -2.42 -5.26 0.32
H -0.55 -1.31 -6.81 0.36
H -0.54 0.30 -6.06 0.33
H -1.32 -0.97 -2.74 0.13
H -0.99 0.50 -3.69 0.42
H -0.97 -3.24 -5.53 0.41
H -1.31 -3.13 -3.78 0.26
N -6.30 -1.15 -1.90 -0.25
C -5.26 -1.19 -0.80 -0.83
C -3.83 -1.26 -1.35 -0.55
N -3.07 -0.01 -1.49 0.00
H -7.24 -1.00 -1.52 0.37
H -6.32 -2.04 -2.41 0.36
H -6.12 -0.41 -2.58 0.33
H -5.49 -2.07 -0.20 0.42
H -5.41 -0.30 -0.18 0.38
H -3.85 -1.75 -2.32 0.60
H -3.25 -1.89 -0.67 0.17
H -2.87 0.38 -0.57 -0.12
H -3.55 0.69 -2.04 0.20
C 5.18 2.32 -3.76 -0.70
O 3.73 2.56 -3.61 -0.20
C 3.02 1.92 -2.77 0.64
S 3.58 0.69 -1.71 -0.39
S 1.36 2.31 -2.65 -0.49
H 5.42 2.68 -4.75 0.30
H 5.39 1.26 -3.66 0.42
H 5.69 2.90 -3.00 0.33